[1]
{
  "formula": "C9H14O",
  "method": "the ωB97M-V functional and the def2-TZVPD basis",
  "symbols": ["C", "C", "H", "H", "H", "H", "H", "H", "C", "C", "C", "C", "C", "C", "C", "O", "H", "H", "H", "H", "H", "H", "H", "H"],
  "positions_angstrom": [[-2.1705, -3.1373, -1.1748], [-1.6906, -1.7058, -1.3653], [-1.4866, -3.6758, -0.5375], [-3.1686, -3.2177, -0.7604], [-2.0924, -3.7622, -2.0655], [-1.0878, -1.5974, -2.2675], [-1.1343, -1.3698, -0.4824], [-2.4809, -0.9594, -1.4577], [-0.4050, 1.7560, 2.5783], [0.5984, 1.2882, -0.9955], [-0.1176, 1.7010, 0.0768], [1.9512, 0.8540, -0.8029], [0.4235, 1.4576, 1.3803], [2.4342, 0.4795, 0.4673], [1.7091, 0.8528, 1.5572], [2.7481, 0.9400, -1.8497], [0.2189, 1.2641, -2.0004], [-1.0722, 2.1944, 0.0341], [3.1804, 0.0902, -2.0345], [3.4801, 0.2085, 0.5616], [0.2072, 1.6506, 3.4705], [-1.3080, 1.1402, 2.5484], [2.0488, 0.7734, 2.5764], [-0.7853, 2.7746, 2.5432]],
  "mulliken_spin": [0.000, 0.000, 0.000, 0.000, 0.000, 0.000, 0.001, 0.000, 0.020, 0.097, 0.025, 0.301, 0.258, 0.063, 0.076, 0.084, 0.003, 0.000, 0.009, 0.000, -0.003, 0.036, 0.003, 0.028],
  "homo_energy_ev": [-14.2, -14.3],
  "s2": 0.765,
  "e_above_lowest_kcal_mol": 17.1,
  "energy_ha": -426.248997,
  "total_charge": 1,
  "spin_multiplicity": 2
}


[2]
{
  "formula": "C9H14O",
  "method": "the ωB97M-V functional and the def2-TZVPD basis",
  "symbols": ["C", "C", "C", "C", "C", "C", "C", "O", "H", "H", "H", "H", "H", "H", "H", "H", "C", "C", "H", "H", "H", "H", "H", "H"],
  "positions_angstrom": [[0.2765, -2.6422, -0.0146], [-0.4784, -0.3027, -0.2168], [-0.5441, -1.6168, -0.7245], [-0.9518, 0.7042, -1.0657], [-1.1257, -1.9528, -1.9678], [-1.6491, 0.3513, -2.2867], [-1.6108, -0.9290, -2.8158], [-2.1794, 1.5407, -2.7929], [0.1898, -0.0317, 0.7173], [-1.0099, 1.6287, -0.5386], [1.3120, -2.9300, -0.4556], [-0.3462, -3.3552, 0.4661], [-1.1719, -2.9473, -2.2539], [-2.3102, -1.1655, -3.5451], [-2.4461, 1.5185, -3.7415], [0.5944, -2.2089, 0.9652], [1.8115, 2.0696, 1.8409], [1.5137, 1.4656, 3.2244], [0.9066, 2.2986, 1.2698], [2.3379, 3.0680, 1.9060], [2.5402, 1.4904, 1.2850], [0.4366, 1.6231, 3.5211], [2.1113, 1.9700, 4.0119], [1.7931, 0.3534, 3.2116]],
  "mulliken_spin": [0.003, -0.035, 0.261, 0.162, 0.122, 0.281, 0.007, 0.151, -0.002, 0.000, 0.029, 0.024, 0.002, 0.002, -0.006, 0.000, 0.000, 0.000, 0.000, 0.000, 0.000, 0.000, 0.000, 0.000],
  "homo_energy_ev": [-14.2, -14.2],
  "s2": 0.769,
  "e_above_lowest_kcal_mol": 45.4,
  "energy_ha": -426.203858,
  "total_charge": 1,
  "spin_multiplicity": 2
}


[3]
{
  "formula": "C9H14O",
  "method": "the ωB97M-V functional and the def2-TZVPD basis",
  "symbols": ["C", "C", "H", "H", "H", "H", "H", "H", "C", "C", "C", "C", "C", "C", "C", "O", "H", "H", "H", "H", "H", "H", "H", "H"],
  "positions_angstrom": [[-0.3543, -1.7875, 1.8450], [-0.0809, -1.8941, 3.3615], [-1.1084, -2.4975, 1.5587], [-0.6265, -0.8575, 1.4245], [0.5505, -2.0504, 1.3087], [0.6089, -1.1361, 3.7384], [0.2116, -2.8882, 3.6037], [-1.0536, -1.7952, 3.9569], [-0.8667, 0.5875, -3.5442], [0.7824, 1.3665, 0.3733], [1.4437, 0.4783, -0.5581], [-0.4490, 2.0249, 0.1196], [0.8217, 0.1057, -1.7171], [-0.8858, 1.7482, -1.2234], [-0.2572, 0.8644, -2.1788], [1.5388, 1.4702, 1.5154], [2.4136, -0.0130, -0.3595], [1.9684, 0.6221, 1.6629], [-1.0512, 2.5531, 0.8165], [1.2513, -0.6993, -2.3132], [-1.8329, 2.0581, -1.5283], [-0.0249, 0.6474, -4.2863], [-1.5578, 1.3664, -3.8155], [-1.4418, -0.2739, -3.7607]],
  "mulliken_spin": [0.004, 0.000, 0.001, 0.001, -0.002, 0.000, 0.000, 0.000, 0.013, 0.262, 0.170, 0.033, -0.020, 0.102, 0.249, 0.138, -0.006, -0.001, 0.002, -0.001, 0.004, 0.021, 0.001, 0.029],
  "homo_energy_ev": [-14.4, -14.6],
  "s2": 0.768,
  "e_above_lowest_kcal_mol": 29.5,
  "energy_ha": -426.229196,
  "total_charge": 1,
  "spin_multiplicity": 2
}


[4]
{
  "formula": "C9H14O2S",
  "method": "the ωB97M-V functional and the def2-TZVPD basis",
  "symbols": ["C", "C", "C", "C", "C", "C", "C", "C", "C", "O", "O", "S", "H", "H", "H", "H", "H", "H", "H", "H", "H", "H", "H", "H", "H", "H"],
  "positions_angstrom": [[-0.4557, 0.8611, 0.1630], [-0.7607, -0.5731, 0.2532], [0.6304, 1.1707, -0.4979], [0.3614, -1.1705, -0.1917], [1.3793, -0.1176, -0.5885], [-1.3815, 2.0358, 0.6129], [-2.0128, -1.2612, 0.7849], [1.2665, 2.5351, -0.9447], [0.5584, -2.6325, -0.3960], [3.8860, 0.4286, 0.0008], [2.4560, -0.4960, 1.8483], [2.7736, -0.4289, 0.4617], [1.9608, -0.5132, -2.1466], [-2.0045, 2.5025, -0.1750], [-0.8321, 2.7384, 1.1524], [-2.0909, 1.4392, 1.2380], [-2.9409, -0.6424, 0.4202], [-2.0142, -1.2775, 1.8953], [-2.0051, -2.2130, 0.3403], [1.1301, 2.8898, -1.9636], [2.3710, 2.2749, -1.0131], [1.0085, 3.3643, -0.3206], [0.8690, -2.7900, -1.4540], [-0.1464, -3.2988, -0.1870], [1.3584, -2.9650, 0.3461], [3.2059, -1.7471, 0.1190]],
  "mulliken_charge": [0.924, 0.120, -0.145, 0.098, 0.713, -1.644, -1.497, -1.135, -1.976, -0.615, -0.542, 0.832, 0.357, 0.280, 0.476, 0.402, 0.348, 0.282, 0.460, 0.271, 0.299, 0.364, 0.279, 0.622, 0.288, 0.139],
  "homo_energy_ev": -8.5,
  "e_above_lowest_kcal_mol": 62.9,
  "energy_ha": -899.808524
}


[5]
{
  "formula": "C9H14OSe",
  "method": "the ωB97M-V functional and the def2-TZVPD basis",
  "symbols": ["C", "C", "C", "O", "C", "Se", "C", "C", "C", "C", "C", "H", "H", "H", "H", "H", "H", "H", "H", "H", "H", "H", "H", "H", "H"],
  "positions_angstrom": [[-1.3235, -2.3783, -0.2754], [-1.0364, -0.9101, 0.2056], [-2.3440, -0.1326, 0.0537], [-0.7604, -1.1299, 1.6101], [0.0706, -0.2958, -0.5309], [1.7614, -1.1270, 0.0921], [2.5696, 0.7582, -0.1079], [2.0485, 1.5015, 1.1948], [0.7379, 1.6588, 0.9384], [0.3746, 1.2568, -0.4302], [1.7154, 1.4553, -1.1029], [-2.1747, -2.8370, 0.2340], [-0.3678, -3.0672, -0.3626], [-1.6544, -2.3542, -1.3756], [-3.0862, -0.6176, 0.5094], [-2.2345, 0.8134, 0.6502], [-2.6670, -0.1230, -0.9978], [-1.4829, -1.6925, 1.9921], [0.0693, -0.5259, -1.5733], [3.6915, 0.5345, -0.3169], [2.7462, 1.5933, 2.0670], [0.0323, 2.0179, 1.6606], [-0.4228, 1.9994, -0.8108], [1.7712, 1.1021, -2.2084], [1.9659, 2.4997, -1.1151]],
  "mulliken_charge": [-1.347, 1.272, -1.996, -0.523, -0.706, 0.070, -0.233, -0.646, -0.224, -0.215, -0.844, 0.450, 0.226, 0.311, 0.655, 0.342, 0.324, 0.423, 0.582, 0.401, 0.326, 0.387, 0.349, 0.272, 0.342],
  "homo_energy_ev": -7.7,
  "e_above_lowest_kcal_mol": 19.8,
  "energy_ha": -2827.911002,
  "smiles": "CC(C)(O)[C@@H]1[Se][C@@H]2C=C[C@H]1C2"
}


[6]
{
  "formula": "C9H15BN3O8",
  "method": "the ωB97M-V functional and the def2-TZVPD basis",
  "symbols": ["C", "O", "B", "O", "O", "C", "O", "C", "C", "C", "N", "C", "C", "H", "H", "H", "H", "H", "H", "H", "H", "H", "C", "N", "O", "O", "H", "H", "H", "C", "N", "O", "O", "H", "H", "H"],
  "positions_angstrom": [[4.6061, 1.0818, 1.2308], [4.2443, 2.4136, 0.8402], [2.9426, 2.7556, 0.9149], [2.3778, 3.1726, 2.0819], [2.1813, 2.7698, -0.3060], [1.3931, 1.7545, -0.6667], [1.6094, 1.0052, -1.5680], [0.1095, 1.6387, 0.1169], [-0.2314, 0.3961, 0.6461], [-1.4098, 0.2767, 1.3512], [-2.1971, 1.3530, 1.5113], [-1.9050, 2.5648, 0.9997], [-0.7356, 2.7395, 0.2929], [5.5896, 1.1186, 1.6876], [4.6314, 0.4358, 0.3561], [3.9142, 0.6779, 1.9727], [1.4786, 2.8920, 2.2662], [0.4056, -0.4639, 0.4998], [-1.7386, -0.6667, 1.7619], [-3.0558, 1.2374, 2.0367], [-2.6164, 3.3577, 1.1685], [-0.4959, 3.7108, -0.1122], [1.1185, -1.9939, -2.8963], [0.5164, -1.9565, -1.5385], [-0.6562, -1.6441, -1.4264], [1.2361, -2.2085, -0.5947], [0.3507, -1.7332, -3.6135], [1.9322, -1.2751, -2.8982], [1.4953, -3.0005, -3.0521], [-3.5561, -3.6984, -0.7371], [-4.2768, -2.5773, -0.0756], [-5.2802, -2.1528, -0.5929], [-3.8016, -2.1536, 0.9660], [-4.0973, -3.9606, -1.6375], [-2.5525, -3.3449, -0.9546], [-3.5265, -4.5224, -0.0310]],
  "mulliken_charge": [-0.639, -0.389, 0.708, -0.452, -0.364, -0.059, -0.429, 0.691, -0.252, -0.855, 0.070, -0.411, -0.217, 0.263, 0.262, 0.309, 0.296, 0.703, 0.464, 0.307, 0.436, 0.511, -0.752, 0.961, -0.526, -0.545, 0.307, 0.286, 0.304, -0.515, 0.872, -0.501, -0.541, 0.308, 0.104, 0.287],
  "homo_energy_ev": -13.6,
  "energy_ha": -1142.687227,
  "total_charge": 1
}


[7]
{
  "formula": "C9H15ClI2N2OPPb",
  "method": "the ωB97M-V functional and the def2-TZVPD basis",
  "symbols": ["I", "I", "Pb", "P", "C", "C", "H", "H", "H", "C", "H", "H", "H", "H", "H", "H", "C", "O", "Cl", "N", "C", "C", "C", "C", "C", "N", "H", "H", "H", "H", "H", "H"],
  "positions_angstrom": [[6.3585, 1.1103, -1.9703], [6.1371, -1.5944, -1.9270], [-0.3374, -0.6376, 0.0517], [-0.8941, 0.0231, -2.5383], [0.4179, 0.0156, -3.7912], [-1.9435, -1.4521, -2.8173], [-2.7335, 1.4760, -1.9540], [-2.4584, 1.5027, -3.7300], [-1.3473, 2.3801, -2.6294], [-1.9659, 1.4751, -2.7464], [-2.7203, -1.5012, -2.0336], [-2.4370, -1.4450, -3.8004], [0.0228, 0.0231, -4.8177], [1.0451, -0.8791, -3.6538], [-1.3290, -2.3660, -2.7395], [1.0459, 0.9068, -3.6402], [2.1324, 0.0382, -0.7857], [3.2410, -0.0279, -1.0099], [-2.7877, -0.0896, 0.5866], [0.0890, -2.0750, 2.7333], [0.1431, -0.7885, 3.1549], [0.0739, -0.4531, 4.5139], [0.0232, 0.8867, 4.8582], [0.0210, 1.8732, 3.8563], [0.0898, 1.4921, 2.5384], [0.2133, 0.1818, 2.1971], [0.0089, -2.3388, 1.7502], [-0.0385, -2.8274, 3.3885], [-0.0200, -1.2625, 5.2415], [-0.0402, 1.1821, 5.9034], [-0.0547, 2.9455, 4.0949], [0.0447, 2.2259, 1.7157]],
  "mulliken_charge": [0.483, 0.462, 0.673, 0.456, -1.026, -1.115, 0.322, 0.409, 0.339, -1.030, 0.388, 0.395, 0.395, 0.312, 0.365, 0.334, 0.047, -0.054, -0.436, -0.127, 1.014, -0.634, -0.334, -0.550, 0.069, -0.204, 0.043, 0.298, 0.408, 0.451, 0.431, 0.418],
  "homo_energy_ev": [-17.0, -17.0],
  "e_above_lowest_kcal_mol": 0.0,
  "energy_ha": -2125.388846,
  "total_charge": 3
}


[8]
{
  "formula": "C9H15FN",
  "method": "the ωB97M-V functional and the def2-TZVPD basis",
  "symbols": ["C", "C", "C", "C", "C", "C", "C", "C", "C", "N", "F", "H", "H", "H", "H", "H", "H", "H", "H", "H", "H", "H", "H", "H", "H", "H"],
  "positions_angstrom": [[2.4245, -1.6529, 0.7662], [2.6711, 1.5906, -0.5532], [2.6091, -0.9574, -0.3316], [2.1661, 0.4036, -0.4241], [-2.1232, -0.3098, -1.0428], [-0.6530, -0.3828, -1.2447], [-2.6180, -0.5322, 0.3784], [-0.4200, 0.4481, 1.2160], [0.0408, 0.6014, -0.2620], [-1.8740, 0.5798, 1.0729], [-0.2017, 1.8271, -0.6314], [2.7628, -2.7622, 0.7428], [2.1970, -1.2520, 1.7595], [2.1087, 2.4800, -0.8292], [3.7219, 1.9161, -0.3996], [3.0694, -1.3347, -1.2645], [-2.4845, 0.6259, -1.2658], [-2.4780, -1.1243, -1.5941], [-0.1366, -1.3664, -1.2155], [-0.5488, -0.0374, -2.2264], [-3.6365, -0.2832, 0.6075], [-2.3430, -1.4026, 0.8340], [-0.0078, -0.5260, 1.5849], [-0.0407, 1.1690, 1.8420], [-1.9353, 1.4200, 0.5097], [-2.2702, 0.8621, 1.9707]],
  "mulliken_charge": [-0.565, -0.672, -0.331, 0.368, -0.891, -0.546, -0.610, -0.958, 0.355, -0.173, -0.344, 0.236, 0.313, 0.247, 0.300, 0.315, 0.448, 0.382, 0.470, 0.341, 0.378, 0.408, 0.354, 0.411, 0.370, 0.393],
  "homo_energy_ev": -12.1,
  "e_above_lowest_kcal_mol": 11.2,
  "energy_ha": -506.147708,
  "total_charge": 1
}


Copy entry 6 word for word.
{
  "formula": "C9H15BN3O8",
  "method": "the ωB97M-V functional and the def2-TZVPD basis",
  "symbols": ["C", "O", "B", "O", "O", "C", "O", "C", "C", "C", "N", "C", "C", "H", "H", "H", "H", "H", "H", "H", "H", "H", "C", "N", "O", "O", "H", "H", "H", "C", "N", "O", "O", "H", "H", "H"],
  "positions_angstrom": [[4.6061, 1.0818, 1.2308], [4.2443, 2.4136, 0.8402], [2.9426, 2.7556, 0.9149], [2.3778, 3.1726, 2.0819], [2.1813, 2.7698, -0.3060], [1.3931, 1.7545, -0.6667], [1.6094, 1.0052, -1.5680], [0.1095, 1.6387, 0.1169], [-0.2314, 0.3961, 0.6461], [-1.4098, 0.2767, 1.3512], [-2.1971, 1.3530, 1.5113], [-1.9050, 2.5648, 0.9997], [-0.7356, 2.7395, 0.2929], [5.5896, 1.1186, 1.6876], [4.6314, 0.4358, 0.3561], [3.9142, 0.6779, 1.9727], [1.4786, 2.8920, 2.2662], [0.4056, -0.4639, 0.4998], [-1.7386, -0.6667, 1.7619], [-3.0558, 1.2374, 2.0367], [-2.6164, 3.3577, 1.1685], [-0.4959, 3.7108, -0.1122], [1.1185, -1.9939, -2.8963], [0.5164, -1.9565, -1.5385], [-0.6562, -1.6441, -1.4264], [1.2361, -2.2085, -0.5947], [0.3507, -1.7332, -3.6135], [1.9322, -1.2751, -2.8982], [1.4953, -3.0005, -3.0521], [-3.5561, -3.6984, -0.7371], [-4.2768, -2.5773, -0.0756], [-5.2802, -2.1528, -0.5929], [-3.8016, -2.1536, 0.9660], [-4.0973, -3.9606, -1.6375], [-2.5525, -3.3449, -0.9546], [-3.5265, -4.5224, -0.0310]],
  "mulliken_charge": [-0.639, -0.389, 0.708, -0.452, -0.364, -0.059, -0.429, 0.691, -0.252, -0.855, 0.070, -0.411, -0.217, 0.263, 0.262, 0.309, 0.296, 0.703, 0.464, 0.307, 0.436, 0.511, -0.752, 0.961, -0.526, -0.545, 0.307, 0.286, 0.304, -0.515, 0.872, -0.501, -0.541, 0.308, 0.104, 0.287],
  "homo_energy_ev": -13.6,
  "energy_ha": -1142.687227,
  "total_charge": 1
}